(A)
A 7-piece molecular cluster, C7H28O7 overall. Source: OMol25; level of theory: the ωB97M-V functional and the def2-TZVPD basis.

CARTESIAN COORDINATES (ANGSTROEM)
O 7.558 5.531 12.482
O 8.759 5.920 7.255
O 6.399 10.091 12.263
O 7.742 8.021 10.994
O 7.853 8.539 6.669
O 3.706 5.932 7.164
O 6.432 10.765 7.482
C 8.604 8.990 5.539
C 4.966 6.283 6.704
C 7.972 5.919 13.801
C 9.016 5.259 6.072
C 7.272 11.747 7.945
C 5.426 10.574 11.429
C 6.808 7.813 9.930
H 7.325 11.787 9.033
H 8.750 8.182 4.822
H 7.316 7.346 9.087
H 5.644 5.432 6.763
H 9.380 4.233 6.132
H 7.829 7.170 11.430
H 3.297 5.312 6.556
H 5.947 7.202 10.200
H 8.221 5.205 5.329
H 6.394 8.776 9.630
H 9.892 5.761 5.660
H 8.829 6.589 13.729
H 4.881 6.669 5.688
H 5.264 7.136 7.315
H 8.283 5.113 14.466
H 6.960 9.436 11.841
H 8.298 11.609 7.602
H 4.939 11.438 11.881
H 5.758 10.799 10.416
H 8.480 6.825 7.098
H 8.062 9.757 4.987
H 6.878 4.853 12.469
H 7.357 9.292 7.000
H 9.493 9.520 5.883
H 5.545 11.000 7.764
H 7.191 6.484 14.310
H 6.864 12.700 7.610
H 4.689 9.784 11.281

As for the structure (SMILES): CO.CO.CO.CO.CO.CO.CO. The LUMO energy is 0.5 eV. As for the net charge: 0. As for the HOMO-LUMO gap: 10.07 eV.



(B)
A 7-piece molecular cluster, C7H28O7 overall. Source: OMol25; level of theory: the ωB97M-V functional and the def2-TZVPD basis.

CARTESIAN COORDINATES (ANGSTROEM)
O -3.775 -0.291 -3.453
O 6.211 -5.409 -1.359
O 6.626 1.382 -0.275
O -2.653 -0.746 5.818
O -5.020 4.628 1.848
O 1.525 -1.714 -4.974
O -1.331 1.004 1.057
C -5.067 -0.530 -3.945
C 6.568 1.381 1.155
C 2.107 -0.458 -5.157
C -6.258 4.514 2.532
C 0.100 1.032 0.979
C -3.342 -1.837 6.371
C 5.669 -4.092 -1.275
H -5.449 -1.522 -3.706
H 0.580 1.174 1.947
H -2.871 -2.755 6.020
H -5.114 5.166 1.059
H 7.450 1.990 1.358
H -5.226 -0.283 -4.995
H 0.662 -1.545 -4.588
H 5.965 -5.779 -2.210
H 7.375 0.962 -0.704
H -3.899 -0.422 -2.510
H 5.691 1.887 1.557
H 2.924 -0.334 -5.868
H 1.272 0.100 -5.580
H -1.598 1.887 1.321
H -5.933 4.109 3.490
H -3.515 -1.745 7.444
H 6.232 -3.402 -1.903
H 0.318 1.930 0.400
H 2.481 -0.027 -4.228
H 6.700 0.401 1.613
H 0.697 0.297 0.439
H 4.612 -4.041 -1.536
H -5.686 0.288 -3.578
H -4.350 -1.812 5.957
H -2.761 -0.812 4.866
H 5.761 -3.815 -0.225
H -6.934 3.768 2.112
H -6.745 5.469 2.726

As for the structure (SMILES): CO.CO.CO.CO.CO.CO.CO. The LUMO energy is 0.4 eV. As for the net charge: 0. As for the HOMO-LUMO gap: 10.63 eV.



Of them, (A) has the highest stability.



(A)
A 2-piece molecular cluster, CH3O3 overall. Source: OMol25; level of theory: the ωB97M-V functional and the def2-TZVPD basis.

CARTESIAN COORDINATES (ANGSTROEM)
O 0.709 0.641 0.199
O 1.635 -0.204 -0.057
O 2.783 0.137 -0.030
C -1.273 -0.175 0.000
H -0.713 -0.836 -0.535
H -1.559 0.791 -0.569
H -1.581 -0.355 0.992

The LUMO energy (alpha / beta) is -8.3 / -8.3 eV. As for the net charge: +1. As for the HOMO-LUMO gap (alpha / beta): 9.85 / 9.84 eV.



(B)
An isolated ion of composition CH3O3 and charge +1. Source: OMol25; level of theory: the ωB97M-V functional and the def2-TZVPD basis.

CARTESIAN COORDINATES (ANGSTROEM)
O 0.094 0.363 -0.549
O 1.095 1.294 -0.658
O 1.957 1.642 0.085
C -0.629 -0.660 0.159
H -1.046 -0.233 1.172
H -0.064 -1.631 0.509
H -1.406 -0.776 -0.718

The LUMO energy (alpha / beta) is -9.9 / -9.8 eV. As for the net charge: +1. As for the HOMO-LUMO gap (alpha / beta): 8.55 / 8.57 eV.



Of them, (A) has the highest stability.



(A)
A 2-piece molecular cluster, C3H9O overall. Source: OMol25; level of theory: the ωB97M-V functional and the def2-TZVPD basis.

CARTESIAN COORDINATES (ANGSTROEM)
O -0.896 0.311 -0.974
C -1.635 -0.323 0.008
C -2.201 -1.725 -0.311
C 3.065 1.590 0.279
H -2.647 0.211 0.281
H -1.080 -0.349 0.918
H 1.933 1.549 0.572
H 3.463 0.579 0.376
H -1.460 -2.197 -1.004
H 3.224 1.899 -0.805
H 3.604 2.400 0.888
H -2.238 -2.401 0.566
H -3.134 -1.544 -0.792

The LUMO energy is 4.0 eV. As for the net charge: -1. As for the HOMO-LUMO gap: 6.01 eV.



(B)
A 2-piece molecular cluster, C3H9O overall. Source: OMol25; level of theory: the ωB97M-V functional and the def2-TZVPD basis.

CARTESIAN COORDINATES (ANGSTROEM)
O 0.075 0.435 0.162
C -2.571 0.463 -0.799
C 1.228 0.241 0.858
C 2.045 -0.847 0.154
H 0.953 -0.082 1.931
H 3.017 -1.023 0.678
H 1.885 1.149 0.975
H 2.112 -0.484 -0.864
H -2.357 -0.589 -0.746
H -2.696 0.910 0.145
H -1.669 0.944 -1.152
H -3.394 0.575 -1.450
H 1.374 -1.691 0.108

The LUMO energy is 4.6 eV. As for the net charge: -1. As for the HOMO-LUMO gap: 6.69 eV.



(C)
A 2-piece molecular cluster, C3H9O overall. Source: OMol25; level of theory: the ωB97M-V functional and the def2-TZVPD basis.

CARTESIAN COORDINATES (ANGSTROEM)
O -2.576 -0.175 -0.287
C 0.406 0.241 0.346
C 0.373 -0.382 -1.046
C 1.811 0.265 0.960
H 1.858 0.920 1.829
H 0.874 -1.361 -1.072
H -2.956 0.408 0.380
H 0.045 1.261 0.214
H -0.634 -0.475 -1.441
H 0.995 0.273 -1.673
H -0.270 -0.290 1.013
H 2.179 -0.743 1.148
H 2.485 0.714 0.212

The LUMO energy is 4.1 eV. As for the net charge: -1. As for the HOMO-LUMO gap: 6.27 eV.



Of them, (C) has the highest stability.